The following is a DFT calculation (ωB97M-V/def2-TZVPD) of a structure of composition C29H27CsFIN5O3S3.

ORCA input file:
```
! RIJCOSX wB97M-V def2-TZVPD def2/J DEFGRID3
* xyz -1 1
Cs -0.72387 0.27034 -1.36185
C -5.02863 0.67649 -3.39111
C -5.49756 -0.75246 -3.12981
S -4.16075 -1.91398 -2.72961
C -4.81568 -2.70807 -1.23878
C -5.12173 -1.80457 -0.04889
S -3.70441 -0.81926 0.50011
C -4.40418 0.84870 0.58307
C -5.09476 1.38920 -0.65880
S -4.01744 1.47165 -2.11905
H -5.90115 1.29707 -3.60966
H -4.39625 0.69765 -4.28077
H -6.02202 -1.10776 -4.01911
H -6.21648 -0.78019 -2.31162
H -4.03915 -3.42527 -0.96487
H -5.70347 -3.28931 -1.49960
H -5.45410 -2.44165 0.77414
H -5.95485 -1.13984 -0.27623
H -3.53583 1.45799 0.83802
H -5.08789 0.90687 1.43315
H -5.45048 2.39641 -0.43394
H -5.97432 0.80496 -0.93209
C 2.11355 4.61795 3.92490
C 2.70541 3.25989 4.28284
C 4.22426 3.32186 4.20390
C 4.83365 1.98477 4.58109
C 4.26239 0.90105 3.71007
C 4.98401 -0.23796 3.43721
C 4.44290 -1.23318 2.63125
F 5.18932 -2.33729 2.40065
C 3.20242 -1.11619 2.08012
C 2.44809 0.03480 2.34336
C 1.10129 0.13168 1.74953
O 0.69151 -0.71780 0.95359
C 0.34051 1.27622 2.17136
C 0.92471 2.22027 2.93884
N 2.20979 2.18297 3.40423
C 2.97155 1.05043 3.15661
C -1.11599 1.45830 1.75070
O -1.96245 0.97075 2.51197
O -1.30666 2.09677 0.68128
H 2.64741 5.38683 4.48404
H 1.05968 4.70919 4.17851
H 2.23330 4.82051 2.85960
H 2.42577 3.00904 5.31454
H 4.57401 4.11072 4.87136
H 4.51519 3.59643 3.18567
H 4.61766 1.76936 5.63293
H 5.91966 2.00600 4.47864
H 5.97856 -0.36406 3.84680
H 2.78324 -1.88358 1.44425
H 0.35458 3.09061 3.22391
N 1.08420 0.48623 -3.94602
C 2.14709 0.61324 -4.39231
C 3.41538 0.68728 -4.97757
C 4.02572 -0.51544 -5.38611
N 4.49293 -1.52401 -5.70810
C 4.08180 1.92333 -5.09689
N 4.62580 2.93899 -5.19469
I -1.33729 -7.05422 -2.53957
C -0.37014 -5.22074 -2.77875
C 0.84143 -5.14061 -3.44739
C 1.43666 -3.89732 -3.57780
C 0.79219 -2.79442 -3.03412
N -0.37145 -2.87636 -2.39406
C -0.94308 -4.06743 -2.26667
H 1.30778 -6.02639 -3.85730
H 2.37879 -3.78057 -4.09660
H 1.21639 -1.80251 -3.12458
H -1.88853 -4.10035 -1.73791
*
```

Computed properties:
LUMO	1.7	eV
energy relative to the best compared isomer or geometry (same formula, charge and spin)	36.2	kJ/mol
DFT total energy	-87979.692	eV
gap between HOMO and LUMO	6.68	eV